Computed, not measured: C25H43F3HfO3P2S as an isolated structure at a distorted geometry, with wB97M-V/def2-TZVPD.

CARTESIAN COORDINATES (ANGSTROEM)
Hf -1.520 -0.669 0.409
C -4.030 -0.969 0.928
C -3.735 0.280 0.244
C -3.590 -1.462 -1.283
C -3.931 -2.027 -0.030
C -3.465 -0.044 -1.135
C -4.667 -1.126 2.258
H -4.628 -0.191 2.827
H -4.162 -1.905 2.847
H -5.722 -1.420 2.143
C -4.266 -3.455 0.210
H -4.026 -3.785 1.227
H -3.706 -4.111 -0.469
H -5.334 -3.670 0.044
C -3.612 -2.201 -2.563
H -4.621 -2.219 -2.998
H -3.302 -3.238 -2.408
H -2.939 -1.741 -3.291
C -3.487 0.939 -2.262
H -4.499 1.057 -2.694
H -2.821 0.613 -3.074
H -3.165 1.940 -1.941
C -4.119 1.650 0.699
H -5.173 1.870 0.469
H -3.514 2.417 0.199
H -3.981 1.785 1.776
C -0.350 -0.025 2.351
C -1.287 1.001 2.076
C -0.822 2.393 1.668
C 0.003 2.431 0.377
C -0.255 1.288 -0.586
C 0.432 0.073 -0.670
C 1.288 -0.577 0.410
C 1.089 -0.015 1.848
H -0.277 2.864 2.507
H 1.072 2.595 0.590
H -1.698 3.054 1.526
H 1.603 0.950 1.964
H -0.442 -0.532 3.314
H -2.217 1.004 2.653
H 1.626 -0.718 2.505
H 1.142 -1.691 0.472
H 0.631 -0.332 -1.675
H 2.350 -0.476 0.140
H -0.278 3.352 -0.158
H -0.775 1.622 -1.492
P 4.005 1.305 0.237
P 3.607 1.061 -2.672
C 5.483 1.922 -0.759
C 5.401 1.314 -2.167
H 6.404 1.601 -0.240
H 5.473 3.032 -0.790
H 5.872 1.966 -2.925
H 5.916 0.337 -2.209
C 4.062 0.450 -4.354
H 3.178 0.473 -5.004
H 4.425 -0.581 -4.260
H 4.858 1.082 -4.773
C 3.292 2.841 -3.096
H 4.200 3.340 -3.468
H 2.921 3.370 -2.210
H 2.520 2.861 -3.876
C 4.889 -0.152 0.942
H 4.247 -0.639 1.683
H 5.814 0.194 1.419
H 5.132 -0.867 0.149
C 4.180 2.521 1.605
H 4.433 3.497 1.179
H 4.962 2.203 2.305
H 3.219 2.589 2.123
F -0.786 -5.729 3.216
C -1.494 -4.886 2.415
F -1.400 -5.308 1.123
F -2.812 -4.953 2.788
S -0.784 -3.141 2.488
O -1.504 -2.430 3.519
O 0.640 -3.310 2.543
O -1.176 -2.541 1.116

## Properties
Charge: +2
HOMO-LUMO gap, eV: 3.67
Energy relative to the best compared isomer or geometry (same formula, charge and spin), kcal per mole: 0.0
Largest force on an atom, eV Å⁻¹: 5.89